Entry 1:
DFT (wB97M-V/def2-TZVPD) results for a structure of composition C24H20Cl3CuF3N2OSSi2 at a distorted geometry.

XYZ file:
```
57
Properties=species:S:1:pos:R:3:forces:R:3
Cu -2.240 0.143 -2.634 1.0 -0.2 0.6
Cl -1.164 3.251 -3.117 0.2 0.6 -0.1
Cl -3.739 2.982 -1.032 -0.2 0.2 -0.2
Cl -4.153 3.009 -4.355 -0.4 0.2 -0.3
S -2.987 -0.703 0.668 0.3 0.3 1.5
Si -2.986 2.243 -2.830 0.9 0.3 0.5
Si 0.732 -0.557 -1.507 0.2 -1.3 0.6
F -5.179 0.342 -2.645 0.1 0.6 0.2
F -4.213 -0.858 -4.118 0.1 -0.3 -0.3
F -4.223 -1.464 -2.015 -0.1 -0.1 -0.3
O -0.571 -0.734 -2.417 0.2 0.3 -0.1
N -2.895 -1.579 3.185 0.4 -0.9 0.0
N -2.035 0.615 2.836 0.0 0.0 0.7
C 0.845 -1.690 0.023 -0.2 0.5 -1.2
C -1.903 0.748 4.150 0.5 -0.7 0.0
C 1.587 3.372 -0.891 1.8 0.3 0.0
C -2.545 -0.553 2.379 -1.3 0.0 -2.1
C 2.011 -1.594 0.790 -0.3 -0.6 0.2
C 2.066 -2.274 1.977 0.8 0.3 1.3
C 1.902 2.017 -1.070 -1.2 0.9 -0.2
C 3.637 -0.558 -1.941 -1.8 -0.9 -0.5
C 3.438 -1.907 -4.328 0.0 -0.7 -0.7
C -0.223 -2.966 1.792 -0.1 -0.3 -1.2
C 2.268 -1.567 -3.674 0.5 0.6 0.9
C 0.516 3.762 -0.135 -1.4 0.5 -0.9
C 0.938 1.084 -0.715 0.8 0.2 1.1
C -0.025 1.477 0.234 -0.6 -1.6 0.1
C -1.317 2.101 4.572 -0.6 -1.5 -0.2
C -2.634 -1.493 4.468 -1.2 0.3 0.4
C 4.690 -1.624 -3.804 -0.4 0.3 0.1
C 0.960 -2.919 2.513 -0.6 -0.2 1.1
C -0.256 -2.405 0.473 0.5 -0.6 1.5
C -0.343 2.786 0.374 -0.5 1.5 1.2
C -4.039 -0.380 -2.836 -1.4 -1.5 0.1
C -2.178 -0.331 5.047 0.9 2.0 -0.5
C 2.345 -0.918 -2.437 0.2 0.7 -0.1
C 4.764 -0.958 -2.583 1.4 0.1 -0.6
H 3.288 -2.482 -5.242 0.5 0.3 -0.2
H 2.889 -1.021 0.517 -0.3 0.0 -0.3
H 2.853 1.728 -1.478 -0.1 0.1 -0.9
H -0.551 0.731 0.882 0.0 0.5 -1.3
H 5.593 -1.782 -4.361 0.3 -0.5 -0.2
H -1.292 3.049 0.878 0.8 -0.1 0.1
H 1.310 -1.740 -4.149 -0.1 -0.2 0.2
H -1.116 -3.465 2.183 0.3 0.3 -0.1
H -1.967 2.868 4.199 -0.4 0.5 0.0
H 5.744 -0.694 -2.158 -0.4 -0.1 -0.3
H -1.210 2.153 5.653 0.3 0.2 0.0
H -0.399 2.199 4.007 0.5 0.1 0.3
H -1.986 -0.165 6.097 -0.1 -0.3 0.2
H 2.216 4.127 -1.398 -0.2 -0.3 0.6
H 2.958 -2.191 2.614 -0.2 -0.1 -0.3
H -3.022 -2.301 5.106 0.5 0.0 -0.3
H 3.754 0.031 -1.064 -0.1 0.2 0.7
H 1.008 -3.277 3.583 -0.1 0.2 -1.4
H -1.149 -2.486 -0.136 0.1 0.1 0.2
H 0.229 4.819 -0.132 0.1 -0.3 0.2
```
Forces are in eV/Å.

The value obtained for the relative energy (zero: lowest compared OMol25 entry of this formula, charge and spin) is 0.00 kcal/mol. Its net charge is -2. As for the LUMO energy (alpha / beta): 4.5 / 4.5 eV. As for the gap between HOMO and LUMO (alpha / beta): 5.8 / 5.8 eV. The spin multiplicity is 2.

***

Entry 2:
DFT (wB97M-V/def2-TZVPD) results for a structure of composition C24H20ClGaNOP at a distorted geometry.

XYZ file:
```
49
Properties=species:S:1:pos:R:3:forces:R:3
Ga 0.398 0.534 2.562 0.4 -1.0 1.3
Cl 2.563 0.918 2.137 -0.5 0.5 0.2
P 0.084 0.329 -0.121 -0.4 0.9 -1.8
O 0.128 0.867 6.408 -0.7 0.9 -2.3
N -0.345 1.484 4.122 0.5 -0.6 -0.5
C 0.428 1.946 -0.932 0.1 0.7 0.2
C -3.989 -0.868 -2.058 0.4 -0.1 0.4
C -1.104 -2.200 4.438 -0.1 0.1 -1.4
C 3.007 -2.180 -2.764 -0.1 0.3 0.4
C 1.087 2.082 -2.168 -0.1 0.1 0.1
C 3.444 -1.541 -1.594 -0.3 0.0 -0.2
C -1.536 -0.072 -0.901 -0.9 -0.3 0.0
C 1.065 -1.633 3.891 -1.1 -1.6 0.5
C 0.056 4.356 -0.898 0.1 -0.2 -0.1
C 0.218 -2.075 4.938 1.7 0.8 -1.3
C 0.267 -1.543 2.638 -0.9 0.9 1.5
C -1.124 -1.866 3.081 0.3 -0.7 0.1
C 1.169 -0.746 -1.164 0.9 -0.7 0.2
C -2.149 0.711 -1.904 0.0 -0.3 0.2
C 0.684 4.474 -2.148 -0.1 -0.4 0.3
C 1.659 -2.118 -3.125 0.0 0.2 0.2
C -2.178 -1.263 -0.492 0.0 0.2 -0.1
C -0.060 3.105 -0.287 0.2 -0.3 -0.3
C -0.111 1.159 5.271 0.6 -0.6 1.0
C 2.533 -0.837 -0.804 -0.2 0.1 0.0
C -3.397 -1.654 -1.055 0.2 0.3 -0.1
C 1.207 3.339 -2.774 -0.1 -0.1 0.2
C 0.743 -1.413 -2.329 0.0 0.0 0.1
C -3.361 0.303 -2.482 0.2 0.1 0.1
H -1.682 1.638 -2.248 -0.2 -0.4 0.2
H -1.991 -1.932 2.395 0.6 0.1 0.7
H -1.926 -2.602 5.023 0.0 0.4 -0.2
H -0.306 -1.387 -2.634 0.4 0.0 0.1
H -0.538 3.009 0.698 0.1 0.1 -0.4
H 4.495 -1.589 -1.293 -0.4 0.0 -0.1
H 1.307 -2.622 -4.032 0.1 0.2 0.4
H -0.347 5.238 -0.394 0.2 -0.3 -0.2
H 3.717 -2.727 -3.378 -0.1 0.1 0.1
H 0.555 -2.296 5.959 -0.3 0.3 -0.6
H -4.934 -1.177 -2.494 0.1 0.1 0.0
H -1.702 -1.900 0.268 -0.3 0.3 -0.4
H -3.878 -2.570 -0.707 0.1 0.3 -0.2
H 2.871 -0.333 0.109 -0.1 -0.3 -0.5
H 1.715 3.425 -3.742 -0.2 0.0 0.5
H 1.510 1.209 -2.674 -0.2 0.3 0.2
H -3.812 0.920 -3.271 0.2 -0.3 0.4
H 2.145 -1.601 3.927 -0.1 0.3 0.0
H 0.769 5.448 -2.621 0.0 -0.1 0.1
H 0.644 -1.747 1.626 0.0 -0.3 0.6
```
Forces are in eV/Å.

As for the LUMO energy: -0.6 eV. As for the gap between HOMO and LUMO: 7.4 eV.

***

Entry 3:
DFT (wB97M-V/def2-TZVPD) results for a cluster of 5 separate species, C24H20F10N5 in total at a distorted geometry.

XYZ file:
```
59
Properties=species:S:1:pos:R:3:forces:R:3
F 1.863 0.671 -0.246 2.8 0.3 3.1
F 5.757 -0.050 0.113 -2.4 -1.4 4.7
F 3.104 -1.490 0.187 1.4 2.5 3.5
F 0.654 0.563 2.546 2.6 1.7 -1.6
F 1.981 1.943 4.455 -1.9 -0.1 1.9
F 2.999 -1.209 2.559 1.5 2.2 -4.2
F 3.683 1.975 0.602 -2.4 -3.9 1.0
F 5.621 -1.906 1.612 -1.7 4.6 -0.9
F 5.577 0.273 2.582 -1.6 -2.6 -4.8
F 1.091 2.700 1.581 0.1 -2.6 0.0
N 2.650 1.932 3.274 0.1 -2.3 -6.0
N -2.930 0.705 1.124 -0.7 0.0 0.8
N 1.666 -3.013 -3.584 0.3 -1.0 0.6
N -6.986 3.859 2.775 -0.6 0.1 0.9
N 3.690 -0.201 -5.854 0.9 -0.5 -0.3
C 2.230 -5.357 -3.455 0.0 0.1 0.2
C 3.748 -1.521 -5.570 -0.3 0.9 -0.1
C 2.577 -5.213 -2.116 0.0 0.1 0.1
C -8.399 4.033 5.183 0.0 0.0 0.0
C 3.466 -0.553 1.316 -0.7 -2.0 -0.3
C -4.343 0.880 3.532 0.1 0.0 0.0
C 4.772 0.336 -6.458 -0.8 -0.3 0.4
C -6.358 3.814 3.971 -0.2 0.0 -0.9
C -2.959 0.741 3.538 -0.5 0.1 0.0
C 2.740 0.875 0.966 -2.1 2.4 -1.3
C 2.009 -2.905 -2.282 -0.3 0.3 -0.8
C 5.937 -1.743 -6.485 0.0 0.0 0.0
C 2.467 -3.963 -1.515 0.0 -0.4 -0.1
C 5.907 -0.387 -6.792 0.0 -0.3 0.1
C -5.017 0.930 2.316 0.1 -0.1 0.2
C 4.839 -2.325 -5.861 0.3 0.2 -0.2
C -7.015 3.894 5.189 -0.3 0.0 0.0
C -9.073 4.083 3.967 0.1 0.0 0.2
C 5.104 -0.506 1.377 2.9 -0.9 1.1
C -8.329 3.991 2.801 1.0 -0.1 -0.1
C 1.759 1.464 2.139 1.8 2.2 4.0
C -4.274 0.838 1.150 0.9 -0.1 -0.1
C -2.303 0.661 2.320 0.0 -0.1 -0.9
C 1.785 -4.238 -4.141 -0.1 0.8 0.4
H 1.903 -1.910 -1.857 0.0 -0.1 0.0
H -8.810 4.022 1.827 0.0 0.0 0.1
H 2.931 -6.067 -1.546 0.0 0.1 -0.1
H 6.810 -2.342 -6.730 -0.1 0.1 0.0
H -6.460 3.851 6.119 0.0 0.0 -0.1
H -2.405 0.698 4.468 0.0 0.0 -0.1
H 2.731 -3.818 -0.473 0.0 0.0 -0.1
H -8.947 4.100 6.118 0.1 0.0 -0.1
H -4.755 0.869 0.176 0.0 0.0 0.1
H -1.223 0.556 2.272 -0.4 0.1 0.0
H 6.746 0.097 -7.279 -0.1 0.0 0.0
H 4.832 -3.379 -5.608 0.0 0.1 0.0
H -5.278 3.709 3.923 -0.1 0.0 0.0
H 4.702 1.398 -6.673 0.0 -0.1 0.0
H -10.151 4.191 3.929 0.1 0.0 0.0
H -4.892 0.947 4.467 0.0 0.0 -0.1
H -6.095 1.038 2.278 0.1 0.0 0.0
H 2.303 -6.317 -3.953 0.0 0.1 0.0
H 1.505 -4.298 -5.189 0.0 0.0 0.0
H 2.866 -1.929 -5.086 0.1 0.1 0.0
```
Forces are in eV/Å.

Its net charge is -1. As for the LUMO energy: 2.2 eV. As for the gap between HOMO and LUMO: 5.9 eV.

***

Entry 4:
DFT (wB97M-V/def2-TZVPD) results for a structure of composition C24H20F6KN2O6PSSb at a distorted geometry.

XYZ file:
```
62
Properties=species:S:1:pos:R:3:forces:R:3
Sb 0.250 -3.431 0.913 0.3 0.9 -0.8
K 1.223 -0.534 -1.323 1.7 0.5 0.9
S 0.355 -1.624 -3.966 -0.1 -0.2 -0.3
P -1.401 1.097 -0.372 0.0 -0.4 -0.6
F -1.081 -3.019 2.184 -0.2 -0.1 0.3
F 1.582 -3.359 2.247 0.2 -0.1 0.3
F 0.109 -5.279 1.189 -0.1 -0.5 0.1
F 1.592 -3.605 -0.420 0.1 -0.4 0.2
F -1.022 -3.431 -0.468 -0.2 -0.2 0.2
F 0.508 -1.562 0.657 -0.4 -0.2 1.0
O 0.270 -0.391 -4.721 0.0 -0.2 -0.2
O 1.640 -1.864 -3.331 0.0 -0.3 -0.6
O -0.223 -2.792 -4.589 0.0 0.0 -0.3
O -0.586 -1.350 -2.646 -1.0 0.1 -0.2
O 0.743 1.689 -1.904 -0.3 1.3 -0.7
O 0.274 3.714 -2.804 -0.2 0.0 0.1
N 3.762 -0.905 0.190 0.2 -0.1 0.1
N 2.507 1.495 0.767 0.0 0.3 0.1
C -2.664 0.801 2.061 0.0 0.0 0.0
C -3.320 -0.901 -0.893 -0.2 -0.2 -0.1
C 4.296 2.041 2.256 0.0 0.1 0.1
C 0.007 2.686 -2.170 0.3 -0.5 0.5
C 3.580 1.147 1.467 0.2 -0.6 -0.2
C -2.731 1.469 0.837 -0.2 0.1 0.1
C -3.800 -1.958 -3.051 0.0 0.0 0.1
C -4.058 -1.824 -1.666 0.1 0.1 0.0
C -2.285 -0.176 -1.409 0.2 0.2 0.0
C -1.788 -0.513 -2.809 0.3 -0.1 0.3
C 5.075 -2.235 2.245 0.0 0.0 0.1
C 3.870 3.357 2.324 0.1 0.0 0.1
C -3.616 1.019 3.050 0.1 0.0 -0.1
C -3.776 2.373 0.639 0.0 0.0 0.0
C 2.754 3.729 1.601 -0.1 0.0 -0.1
C 4.144 -2.175 0.061 -0.2 0.1 -0.1
C 2.110 2.765 0.834 0.0 -0.2 -0.1
C -2.771 -1.293 -3.619 0.0 0.0 -0.1
C 4.686 -0.915 2.393 0.0 0.0 0.0
C 4.032 -0.284 1.342 -0.2 0.2 -0.1
C -4.720 2.612 1.632 0.1 -0.1 0.0
C -4.643 1.931 2.842 0.0 0.0 0.0
C 4.803 -2.881 1.056 0.0 -0.1 0.0
C -1.402 2.547 -1.520 -0.2 0.2 -0.1
H 4.412 4.082 2.921 0.0 0.0 0.0
H -1.859 0.092 2.231 0.0 0.0 0.0
H 3.877 -2.666 -0.868 0.0 0.1 0.0
H -5.379 2.107 3.618 0.0 0.0 0.0
H 4.847 -0.392 3.326 0.0 0.0 0.0
H -1.643 3.459 -0.967 0.0 0.0 0.0
H -3.629 -0.749 0.133 0.0 0.0 0.0
H -2.540 -1.410 -4.670 0.0 0.0 0.0
H -1.464 0.377 -3.350 0.0 0.1 0.0
H 5.053 -3.922 0.900 0.0 0.0 0.0
H 1.247 3.013 0.233 -0.1 0.0 -0.1
H -5.520 3.321 1.457 0.0 0.0 0.0
H -4.421 -2.603 -3.662 0.0 0.0 0.0
H -3.544 0.474 3.985 0.0 0.0 0.0
H 2.381 4.745 1.601 0.0 0.0 0.0
H 5.559 -2.759 3.060 0.0 0.0 0.0
H -2.138 2.450 -2.322 -0.1 0.0 0.1
H -4.853 -2.391 -1.200 0.0 0.0 0.0
H -3.857 2.890 -0.310 0.0 0.0 0.0
H 5.185 1.715 2.779 0.0 0.0 0.0
```
Forces are in eV/Å.

The value obtained for the relative energy (zero: lowest compared OMol25 entry of this formula, charge and spin) is 17.53 kcal/mol. Its net charge is -2. As for the LUMO energy (alpha / beta): 4.0 / 4.0 eV. As for the gap between HOMO and LUMO (alpha / beta): 6.1 / 6.9 eV. The spin multiplicity is 2.

***

Entry 5:
DFT (wB97M-V/def2-TZVPD) results for a cluster of 4 separate species, C24H20N4O8 in total at a distorted geometry.

XYZ file:
```
56
Properties=species:S:1:pos:R:3:forces:R:3
O 1.543 49.707 31.779 1.1 -2.8 -1.6
O 0.946 41.875 32.771 -0.6 2.2 0.0
O 6.761 37.249 32.853 -2.6 1.5 2.2
O 7.260 46.343 32.331 0.3 0.8 -2.0
O 0.845 48.377 30.116 3.6 0.9 3.1
O 7.568 44.831 33.833 0.3 0.0 -1.2
O 4.706 36.686 33.409 2.1 2.0 0.4
O 2.228 40.199 32.905 0.7 1.5 -1.1
N 6.872 45.456 33.016 -0.2 -1.1 4.9
N 1.874 41.263 32.328 -0.5 -4.3 1.2
N 5.684 37.485 33.495 0.3 -3.3 -2.2
N 1.796 48.849 30.894 -3.2 2.6 -2.2
C 4.142 38.975 34.867 2.0 -0.1 1.4
C 2.479 44.890 33.727 -1.6 1.3 -2.5
C 4.898 41.316 35.718 1.4 -3.2 -1.1
C 5.499 38.643 34.318 -0.7 6.3 2.4
C 3.410 47.921 29.120 4.8 2.3 2.8
C 3.698 40.797 28.793 -0.9 -1.5 4.0
C 4.864 47.691 28.667 -2.2 1.2 3.6
C 6.343 41.100 35.340 -3.2 -4.1 -1.9
C 2.553 43.004 28.857 0.6 -5.6 4.0
C 2.008 42.844 30.250 3.0 -3.9 -2.1
C 3.331 44.482 34.742 3.7 1.3 -1.5
C 6.583 39.767 34.500 -2.6 1.0 2.0
C 3.346 40.472 30.286 -4.1 6.2 -1.8
C 5.883 48.797 30.817 -5.1 1.5 -0.1
C 3.349 41.905 28.121 -2.7 4.1 3.3
C 5.470 45.268 33.299 -7.4 -0.7 -0.7
C 4.462 45.709 32.175 -2.7 -2.6 7.4
C 3.894 40.317 35.576 1.8 -2.5 -2.9
C 4.804 44.678 34.589 -1.8 2.2 -5.6
C 6.044 48.140 29.593 -3.6 -1.0 -0.7
C 3.183 48.704 30.404 5.1 -1.6 -0.5
C 2.974 45.634 32.452 5.4 -3.3 4.5
C 2.356 41.493 31.019 3.8 1.6 -6.6
C 4.432 49.164 31.246 -1.3 -2.4 -3.4
H 2.541 47.676 28.565 -0.4 -0.5 -0.6
H 7.143 41.813 35.620 -0.6 -0.7 -0.7
H 4.364 42.124 36.160 1.0 1.4 0.4
H 3.443 38.044 34.964 0.9 2.4 -0.6
H 3.054 44.114 35.736 -0.4 0.0 -0.7
H 4.172 40.134 28.113 0.7 -1.4 0.5
H 1.380 43.600 30.708 0.1 -0.2 0.0
H 4.097 49.687 32.140 0.7 0.0 0.0
H 7.571 39.586 34.057 -0.5 0.1 0.3
H 4.756 46.075 31.280 1.2 1.2 -2.6
H 5.316 44.587 35.462 2.0 -0.6 2.0
H 2.244 43.807 28.332 -0.8 2.7 -1.6
H 7.054 47.824 29.475 0.5 -0.3 -1.1
H 4.906 47.072 27.736 0.7 0.8 1.0
H 6.726 49.204 31.412 -0.8 -0.7 -0.4
H 2.384 46.051 31.727 -1.9 0.6 -1.5
H 3.645 42.058 27.096 -0.1 0.0 -0.1
H 1.306 44.663 33.862 2.9 0.8 -0.5
H 2.853 40.637 35.743 0.6 -0.7 0.2
H 3.412 39.596 30.852 0.8 -1.5 0.2
```
Forces are in eV/Å.

The value obtained for the relative energy (zero: lowest compared OMol25 entry of this formula, charge and spin) is 503.88 kcal/mol. As for the SMILES: O=[N+]([O-])c1ccccc1.O=[N+]([O-])c1ccccc1.O=[N+]([O-])c1ccccc1.O=[N+]([O-])c1ccccc1. As for the LUMO energy: -1.7 eV. As for the gap between HOMO and LUMO: 7.6 eV.

***

One value per record, in order, for E: -147196.812, -102938.438, -59831.612, -99776.999, -47527.862 eV.